(1)
{"formula": "C4H10FN", "method": "ωB97M-V/def2-TZVPD", "species": ["C", "C", "C", "C", "H", "H", "H", "H", "H", "H", "H", "H", "H", "H", "N", "F"], "positions_angstrom": [[-1.79816, -0.66519, -0.19576], [-0.36074, -0.58570, 0.38957], [0.43603, 0.51507, -0.33575], [1.84118, 0.63056, 0.21812], [-3.56463, 0.38336, -0.06008], [-2.21770, 1.34139, -0.30054], [-2.40991, -1.50703, 0.11725], [-1.75291, -0.83540, -1.25788], [-0.35167, -0.36923, 1.48438], [0.22778, -1.46090, 0.18764], [-0.02875, 1.48478, -0.12142], [0.49806, 0.35569, -1.39965], [1.92023, 0.70019, 1.31432], [2.29258, 1.49539, -0.27405], [-2.58992, 0.55182, 0.16598], [2.53406, -0.53549, -0.14543]], "forces_ev_per_a": [[-0.195, 0.555, 0.945], [-0.554, 0.786, -0.433], [-0.286, 0.402, 1.886], [-0.156, -0.250, -0.500], [0.225, 0.424, -0.133], [-0.067, 0.868, -0.592], [0.340, -0.257, 0.670], [0.366, 0.238, -0.809], [-0.225, -0.249, -0.775], [-0.153, -0.915, 0.165], [-0.050, 0.046, -0.319], [-0.084, -0.074, -0.438], [-0.252, 0.131, -0.381], [0.494, -0.158, 0.233], [0.373, -1.802, 0.445], [0.224, 0.254, 0.037]], "e_lumo_ev": 1.1, "e_tot_ha": -313.0099, "smiles": "NCCCCF", "homo_energy_ev": -9.375, "de_lowest_kcal_mol": 5.69}

=====

(2)
{"formula": "C26H36BN6RuSe4Te", "method": "ωB97M-V/def2-TZVPD", "species": ["Ru", "C", "C", "C", "C", "C", "C", "N", "N", "B", "N", "C", "C", "C", "N", "C", "C", "C", "N", "C", "C", "C", "N", "C", "C", "C", "H", "H", "H", "H", "H", "H", "H", "H", "H", "H", "H", "H", "H", "H", "H", "H", "H", "H", "H", "H", "H", "H", "H", "H", "H", "H", "H", "H", "Se", "Se", "Se", "Se", "C", "Te", "C", "C", "C", "C", "C", "C", "C", "H", "H", "H", "H", "H", "H", "H", "H"], "positions_angstrom": [[0.72149, -0.23277, -0.20621], [-1.95521, -0.42166, 2.82474], [-0.64927, -0.89380, 3.46129], [-0.89286, -1.35233, 4.89698], [0.00048, -1.97213, 2.63931], [0.27033, -3.27980, 3.05996], [0.90654, -3.87904, 1.99844], [1.00894, -2.98578, 1.00926], [0.45270, -1.81798, 1.37954], [1.68454, -3.24851, -0.33973], [2.95060, -2.40695, -0.50970], [4.17038, -2.93441, -0.68833], [5.05608, -1.90770, -0.89127], [4.28980, -0.73372, -0.82412], [3.01196, -1.05631, -0.59055], [4.89766, 0.63001, -1.00877], [4.39659, 1.30921, -2.28441], [4.69468, 1.53372, 0.20351], [0.69665, -2.93546, -1.47182], [0.30208, -3.81210, -2.40313], [-0.52939, -3.16188, -3.28343], [-0.59796, -1.84234, -2.81822], [0.14521, -1.72907, -1.71117], [-1.39620, -0.75678, -3.46962], [-1.00317, -0.61541, -4.94194], [-2.89093, -1.06173, -3.32635], [-2.32076, 0.48014, 3.31887], [-1.78966, -0.20836, 1.77104], [-2.71640, -1.19998, 2.90484], [0.03499, -0.04118, 3.49657], [-1.60299, -2.18047, 4.92238], [0.03533, -1.67213, 5.37060], [-1.31134, -0.53048, 5.47736], [0.03207, -3.72834, 4.00598], [1.29577, -4.87574, 1.89243], [1.97109, -4.40426, -0.38970], [4.32850, -3.99753, -0.66369], [6.11435, -1.96799, -1.06972], [5.97439, 0.46590, -1.11537], [3.31371, 1.42449, -2.26023], [4.84687, 2.29740, -2.38329], [4.66315, 0.72210, -3.16366], [3.64338, 1.79858, 0.28271], [5.00027, 1.03663, 1.12535], [5.26990, 2.45303, 0.09316], [0.62788, -4.83654, -2.37789], [-1.01837, -3.57282, -4.14775], [-1.17915, 0.19690, -2.98451], [-1.21937, -1.53127, -5.49198], [-1.56222, 0.20075, -5.39971], [0.06061, -0.39601, -5.03044], [-3.16546, -1.92507, -3.93351], [-3.13913, -1.28513, -2.28700], [-3.48530, -0.20694, -3.65107], [0.70394, 1.50942, -1.73102], [1.80852, 4.00193, -0.49496], [1.55348, 3.27298, 1.59150], [1.62696, 0.95765, 1.59737], [-4.04211, 1.53530, 0.51786], [-2.20632, 1.14046, -0.62202], [-1.49680, 2.74482, 0.62247], [-2.67854, 3.52817, 1.09307], [-2.52507, 4.81412, 1.59808], [-3.63453, 5.52827, 2.01961], [-4.89621, 4.95761, 1.93201], [-5.04632, 3.66871, 1.44552], [-3.93667, 2.94066, 1.02842], [-4.14858, 0.82934, 1.34325], [-4.90172, 1.41034, -0.13853], [-0.80919, 3.35687, 0.04229], [-0.96091, 2.32452, 1.47287], [-1.53563, 5.25262, 1.64673], [-3.51745, 6.53243, 2.40390], [-5.76936, 5.52024, 2.23449], [-6.03132, 3.22257, 1.38106]], "forces_ev_per_a": [[0.858, -0.100, -0.440], [0.161, -0.028, 0.003], [-0.163, 0.107, -0.028], [0.116, 0.022, -0.122], [0.159, -0.053, -0.100], [-0.031, 0.015, -0.005], [-0.029, -0.016, 0.099], [0.002, -0.482, 0.365], [0.123, 0.305, -0.462], [-0.332, 0.563, 0.010], [0.494, -0.249, -0.042], [0.064, 0.082, -0.024], [-0.068, 0.094, 0.014], [0.301, -0.122, -0.014], [-1.634, 0.298, 0.230], [-0.247, 0.273, 0.016], [0.082, -0.090, 0.011], [0.018, -0.108, -0.080], [-0.065, -0.492, -0.220], [-0.155, 0.072, -0.117], [0.036, -0.007, 0.008], [0.064, -0.137, 0.007], [0.127, 0.406, 0.510], [0.013, -0.071, -0.042], [0.012, 0.106, 0.142], [0.096, 0.172, 0.066], [-0.044, 0.011, 0.016], [-0.109, 0.021, 0.038], [-0.054, -0.018, -0.027], [-0.031, -0.069, -0.020], [-0.012, -0.026, 0.035], [-0.015, -0.011, 0.072], [-0.011, 0.000, 0.024], [-0.006, 0.015, 0.057], [0.025, -0.037, -0.084], [0.088, -0.127, -0.037], [-0.090, -0.068, 0.011], [0.046, -0.008, 0.000], [-0.069, -0.138, -0.014], [0.088, 0.016, -0.027], [0.006, 0.046, -0.008], [-0.036, -0.023, -0.051], [0.120, 0.100, -0.014], [-0.019, 0.014, 0.025], [-0.001, 0.038, -0.014], [0.088, -0.015, 0.052], [-0.016, -0.018, -0.041], [0.012, -0.061, 0.036], [0.014, -0.017, -0.039], [-0.020, 0.007, -0.041], [0.020, -0.013, -0.064], [0.000, -0.043, 0.005], [-0.069, -0.021, -0.028], [-0.040, -0.004, -0.027], [0.750, 1.283, -0.144], [-0.524, -1.287, -1.304], [0.441, -0.401, 0.777], [-0.195, 0.368, 0.844], [0.012, -0.501, -0.019], [0.037, 0.666, 0.677], [-0.136, -0.046, -0.129], [0.012, -0.074, -0.083], [-0.105, 0.023, 0.005], [0.064, 0.028, -0.003], [-0.107, -0.026, 0.010], [-0.006, -0.022, -0.026], [0.030, 0.163, 0.005], [0.083, -0.061, -0.024], [0.020, -0.045, -0.067], [-0.098, -0.123, -0.003], [-0.110, -0.138, -0.169], [0.007, 0.026, -0.010], [-0.005, 0.032, 0.002], [-0.005, 0.011, 0.039], [-0.030, 0.012, 0.004]], "s_squared": 0.81, "e_lumo_ev": [-1.5, -2.1], "e_tot_ha": -11334.4550, "homo_energy_ev": [-7.488, -7.572], "de_lowest_kcal_mol": 54.03, "spin_multiplicity": 2}

=====

(3)
{"formula": "C4H9NO2", "method": "ωB97M-V/def2-TZVPD", "species": ["O", "C", "O", "C", "H", "H", "H", "C", "C", "N", "H", "H", "H", "H", "H", "H"], "positions_angstrom": [[-1.01907, -0.79152, 1.16049], [-0.69183, -1.42929, 0.16278], [0.26655, -1.10974, -0.64404], [-1.52292, -2.61536, -0.30148], [-1.01121, -3.10406, -1.12896], [-1.67007, -3.29341, 0.53605], [-2.47956, -2.26797, -0.68717], [-0.10069, 2.01798, 0.28735], [2.21932, 1.51365, -0.05562], [1.00415, 1.20489, -0.18119], [-0.56888, 1.45535, 1.09514], [-0.81507, 2.12402, -0.52622], [0.24193, 2.98155, 0.67235], [2.47397, 2.51629, 0.28274], [2.98058, 0.76820, -0.24813], [0.69280, 0.02942, -0.42411]], "forces_ev_per_a": [[0.264, -0.092, 0.050], [-0.909, 0.222, -0.237], [0.639, 0.552, -0.088], [0.589, -0.057, -0.091], [-0.003, -0.188, 0.138], [-0.183, -0.061, -0.082], [-0.101, 0.104, 0.246], [0.232, 0.240, 0.006], [-0.519, 0.431, 0.148], [0.410, -0.084, 0.506], [-0.093, -0.086, -0.128], [-0.059, 0.128, 0.071], [-0.029, 0.044, -0.225], [0.285, -0.068, 0.085], [0.058, 0.071, -0.243], [-0.582, -1.156, -0.158]], "e_lumo_ev": 0.3, "e_tot_ha": -363.0269, "homo_energy_ev": -9.058, "de_lowest_kcal_mol": 36.81}